[1]
17
Properties=species:S:1:pos:R:3:forces:R:3 method="wB97M-V/def2-TZVPD" multiplicity=1 charge=+1 orbital_gap_ev=8.89 e_homo_ev=-12.6 fmax_ha_per_bohr=0.0759
C -0.650 0.540 -2.212 0.5 -1.8 0.5
C -0.261 -0.747 -1.259 -2.1 2.2 -2.5
C -0.058 -0.254 0.080 2.5 -0.4 1.3
N -1.247 0.378 0.667 -0.9 0.1 0.0
C 1.130 -0.311 0.730 -0.3 -0.7 -0.3
N 1.431 0.126 1.977 0.0 0.6 1.0
H -0.532 1.458 -1.646 -0.6 0.3 0.0
H -1.631 0.318 -2.658 0.3 0.8 0.1
H 0.096 0.637 -2.990 0.0 -0.1 -0.3
H -1.236 -1.284 -1.240 1.1 -0.7 -0.4
H 0.604 -1.180 -1.770 -0.5 -0.6 0.8
H -1.683 0.995 -0.079 0.4 -0.6 1.1
H -1.972 -0.300 1.024 0.7 0.6 -0.7
H -0.992 0.940 1.483 -0.1 0.2 -0.3
H 1.988 -0.807 0.210 -1.1 0.4 0.4
H 0.822 0.667 2.569 -0.3 0.0 -0.3
H 2.122 -0.309 2.559 0.4 -0.2 -0.5

=====

[2]
17
Properties=species:S:1:pos:R:3:forces:R:3 method="wB97M-V/def2-TZVPD" multiplicity=1 charge=+1 orbital_gap_ev=10.54 e_homo_ev=-14.0 fmax_ha_per_bohr=0.0386
C -1.780 1.347 0.535 0.0 -1.2 0.3
C -0.953 0.869 -0.682 0.6 0.3 -0.1
C 0.140 -0.117 -0.323 -0.5 0.7 1.8
N 0.440 -1.261 -1.192 -0.6 -0.3 -0.5
C 0.856 -0.098 0.816 1.1 0.0 -1.6
N 1.875 -1.078 0.936 0.3 -0.8 0.7
H -1.353 0.871 1.418 0.1 0.5 0.2
H -2.799 0.962 0.570 -0.1 0.2 -0.5
H -1.802 2.422 0.629 0.1 0.2 0.1
H -1.555 0.487 -1.506 -0.1 0.0 0.0
H -0.422 1.744 -1.064 -0.2 0.0 -0.3
H -0.341 -1.568 -1.781 0.0 0.3 0.1
H 1.232 -1.097 -1.804 0.2 0.2 -0.3
H 0.722 -2.034 -0.585 0.3 -0.2 0.3
H 0.884 0.726 1.516 -0.7 0.0 0.1
H 2.805 -0.827 0.618 -0.2 0.4 -0.5
H 2.053 -1.347 1.897 -0.4 0.0 0.1

=====

[3]
17
Properties=species:S:1:pos:R:3:forces:R:3 method="wB97M-V/def2-TZVPD" multiplicity=1 charge=+1 orbital_gap_ev=10.34 e_homo_ev=-13.8 fmax_ha_per_bohr=0.0395
C -1.476 1.905 0.747 -0.6 -1.5 -1.3
N -0.538 1.126 0.402 1.2 0.3 1.4
C -0.550 0.487 -0.896 -1.1 0.6 -0.9
C 0.712 -0.328 -1.237 -0.9 -1.4 -0.7
C 1.342 -1.151 -0.130 0.4 -0.8 1.7
N 0.350 -1.488 1.019 0.5 1.3 -0.4
H -2.358 1.850 0.089 -0.1 0.9 0.3
H -1.495 2.486 1.663 0.2 -0.2 0.0
H -0.647 1.323 -1.615 0.3 -0.6 0.0
H -1.486 -0.084 -1.097 0.5 0.0 0.5
H 1.412 0.316 -1.749 0.5 0.0 0.3
H 0.431 -1.122 -1.963 -0.1 0.9 0.0
H 2.184 -0.696 0.395 -0.2 0.3 -0.2
H 1.697 -2.170 -0.330 0.0 0.5 -1.1
H -0.618 -1.498 0.711 -0.1 -0.2 -0.1
H 0.602 -2.372 1.453 -0.1 0.1 0.2
H 0.430 -0.681 1.648 -0.3 -0.3 0.3

=====

[4]
17
Properties=species:S:1:pos:R:3:forces:R:3 method="wB97M-V/def2-TZVPD" multiplicity=1 charge=+1 orbital_gap_ev=10.26 e_homo_ev=-14.3 fmax_ha_per_bohr=0.0748
C 0.471 -1.986 1.177 1.6 0.1 -0.8
C 0.225 -0.540 0.885 1.8 0.8 -0.4
N 1.285 0.390 0.928 -1.6 -0.1 0.3
C 0.638 1.480 0.224 -1.3 -1.3 0.4
N -0.137 0.535 -0.763 3.5 0.1 0.2
C -1.403 0.827 -1.259 -3.8 -0.6 -0.2
H 1.552 -2.276 0.795 -2.5 0.1 0.4
H -0.385 -2.683 0.983 1.1 0.7 -0.1
H 0.622 -1.928 2.264 -0.2 -0.2 0.1
H -0.757 -0.081 0.991 0.3 -0.6 1.4
H 2.227 0.244 0.572 -0.3 -0.9 0.4
H -0.151 1.877 0.896 0.4 0.2 -0.6
H 1.351 2.251 -0.055 -0.3 0.0 -0.8
H 0.500 0.134 -1.469 -0.3 0.5 0.3
H -1.807 -0.159 -1.721 0.8 2.0 -0.1
H -2.163 0.904 -0.396 1.2 0.5 -0.9
H -1.443 1.768 -1.879 -0.2 -1.3 0.4

=====

[5]
17
Properties=species:S:1:pos:R:3:forces:R:3 method="wB97M-V/def2-TZVPD" multiplicity=1 charge=+1 orbital_gap_ev=5.86 e_homo_ev=-12.3 fmax_ha_per_bohr=0.0332
C -0.335 -2.397 -1.189 0.1 -0.2 0.4
C -0.797 -1.019 -0.938 0.4 0.2 -1.6
C 0.095 0.004 -1.224 -0.2 -1.3 0.4
C -0.239 1.332 -1.336 -0.1 0.7 -1.5
N 0.672 2.295 -1.730 -1.5 -0.2 0.7
N 0.414 0.364 4.147 -0.3 -0.8 -0.3
H -1.030 -3.000 -1.775 -0.3 0.1 0.2
H -0.219 -2.895 -0.215 -0.1 -0.1 0.0
H -1.859 -0.871 -0.764 0.1 0.3 0.6
H 1.390 0.139 4.048 0.1 0.3 0.0
H 1.015 -0.360 -1.667 0.5 0.6 0.6
H -1.292 1.607 -1.422 0.0 -0.1 0.3
H 1.088 2.746 -0.911 0.8 -0.3 -0.3
H 0.167 3.004 -2.256 0.2 0.3 0.3
H 0.129 0.196 5.098 -0.1 0.3 0.0
H 0.636 -2.422 -1.680 0.0 0.1 0.1
H 0.164 1.277 3.813 0.2 0.2 0.3

=====

[6]
17
Properties=species:S:1:pos:R:3:forces:R:3 method="wB97M-V/def2-TZVPD" multiplicity=1 charge=+1 orbital_gap_ev="9.92 / 9.41" e_homo_ev="-14.4 / -13.4" fmax_ha_per_bohr=0.0849
C -0.029 -1.352 -0.606 3.3 -2.1 1.9
C -0.501 -0.927 0.682 0.2 2.1 1.3
C 0.481 -0.016 0.040 -1.6 -2.1 -0.2
C 0.080 1.174 -0.668 -0.3 1.0 -2.5
N -2.596 0.569 0.188 3.0 2.2 1.3
N 1.882 0.069 0.526 -1.3 -0.3 -1.3
H 0.689 -2.268 -0.457 -1.4 1.6 -0.8
H -0.645 -1.384 -1.455 -0.5 0.3 -1.1
H -0.151 -1.236 1.649 -0.9 -1.0 0.4
H -0.958 0.921 -1.010 0.9 1.3 0.7
H 0.659 1.122 -1.605 0.1 0.7 0.0
H 0.257 2.165 -0.189 -0.6 -0.8 -0.1
H -3.193 -0.141 -0.074 -2.1 -2.1 0.2
H -2.624 0.916 1.175 -0.7 -0.9 -1.0
H 2.318 0.650 -0.149 1.1 0.6 -1.1
H 2.344 -0.797 0.582 0.9 -1.6 0.0
H 1.987 0.537 1.373 -0.1 1.1 2.3

=====

[7]
18
Properties=species:S:1:pos:R:3:forces:R:3 method="wB97M-V/def2-TZVPD" multiplicity=1 charge=-1 orbital_gap_ev=5.81 e_homo_ev=-2.1 fmax_ha_per_bohr=0.0654
N 0.599 -2.829 -0.050 -1.4 -0.4 -0.2
C 0.141 -1.577 -0.602 1.7 2.8 0.7
N 0.950 -0.528 0.108 0.9 -1.8 -1.2
C 0.818 0.825 -0.393 -1.1 0.6 1.6
C 0.002 1.772 0.530 -0.7 0.0 -1.8
C -1.529 1.436 0.604 0.4 -0.8 1.0
O -2.162 2.007 1.632 -0.2 0.6 -0.5
H 0.241 -3.580 -0.628 0.2 -0.2 0.2
H 1.601 -2.837 -0.028 0.4 0.0 -0.2
H 0.381 -1.401 -1.663 -0.3 -0.4 0.0
H -0.876 -1.251 -0.384 -0.6 -1.1 -0.2
H 0.845 -0.762 1.081 -0.2 1.0 0.4
H 1.738 1.400 -0.549 0.5 -0.8 -0.3
H 0.292 0.728 -1.348 0.0 0.3 -0.1
H 0.056 2.713 -0.051 0.0 0.2 0.6
H 0.421 1.944 1.521 0.1 -0.3 0.1
H -1.668 0.311 0.685 0.5 0.0 -0.3
H -1.848 1.628 -0.464 -0.4 0.3 0.1

=====

[8]
18
Properties=species:S:1:pos:R:3:forces:R:3 method="wB97M-V/def2-TZVPD" multiplicity=1 charge=-1 orbital_gap_ev=6.04 e_homo_ev=-2.0 fmax_ha_per_bohr=0.0989
C -0.209 1.016 -1.280 2.8 -0.9 -1.1
C 0.214 0.061 -0.163 2.1 1.6 1.8
C 1.627 0.365 0.463 0.8 0.1 0.1
C 0.336 -1.382 -0.503 -4.7 -0.8 -1.7
N -0.673 0.514 0.999 -0.8 -1.9 1.4
N -2.044 0.127 0.637 -1.0 1.0 0.8
O -0.355 -0.128 2.248 -0.3 0.5 -1.7
H -0.813 0.484 -2.007 -0.6 0.3 0.1
H -0.658 1.758 -0.664 -0.7 1.2 -0.5
H 0.723 1.386 -1.876 -1.5 -0.3 1.1
H 1.577 -0.220 1.479 0.4 1.3 -1.8
H 1.813 1.457 0.623 -0.5 -0.7 0.2
H 2.507 0.071 -0.226 -1.4 -0.1 0.9
H 1.160 -1.866 -0.149 2.1 -1.2 1.3
H -0.612 -1.909 -0.164 1.1 0.2 0.0
H 0.293 -1.581 -1.586 0.2 0.4 0.0
H -2.201 -0.873 0.895 0.4 0.9 0.2
H -2.686 0.720 1.272 1.6 -1.5 -1.1

=====

Please write out number 5 again, unchanged.
17
Properties=species:S:1:pos:R:3:forces:R:3 method="wB97M-V/def2-TZVPD" multiplicity=1 charge=+1 orbital_gap_ev=5.86 e_homo_ev=-12.3 fmax_ha_per_bohr=0.0332
C -0.335 -2.397 -1.189 0.1 -0.2 0.4
C -0.797 -1.019 -0.938 0.4 0.2 -1.6
C 0.095 0.004 -1.224 -0.2 -1.3 0.4
C -0.239 1.332 -1.336 -0.1 0.7 -1.5
N 0.672 2.295 -1.730 -1.5 -0.2 0.7
N 0.414 0.364 4.147 -0.3 -0.8 -0.3
H -1.030 -3.000 -1.775 -0.3 0.1 0.2
H -0.219 -2.895 -0.215 -0.1 -0.1 0.0
H -1.859 -0.871 -0.764 0.1 0.3 0.6
H 1.390 0.139 4.048 0.1 0.3 0.0
H 1.015 -0.360 -1.667 0.5 0.6 0.6
H -1.292 1.607 -1.422 0.0 -0.1 0.3
H 1.088 2.746 -0.911 0.8 -0.3 -0.3
H 0.167 3.004 -2.256 0.2 0.3 0.3
H 0.129 0.196 5.098 -0.1 0.3 0.0
H 0.636 -2.422 -1.680 0.0 0.1 0.1
H 0.164 1.277 3.813 0.2 0.2 0.3